[1]
{"formula": "C11H24FN2O3S2", "method": "ωB97M-V with the def2-TZVPD basis set", "species": ["N", "C", "C", "C", "C", "C", "O", "C", "C", "S", "N", "F", "H", "H", "H", "H", "H", "H", "H", "H", "H", "H", "H", "H", "H", "H", "H", "H", "C", "C", "C", "S", "O", "O", "C", "H", "H", "H", "H", "H", "H", "H", "H"], "xyz": [[1.501, -2.240, -1.506], [1.851, -1.037, -2.278], [1.169, 0.235, -1.753], [-0.238, 0.037, -1.202], [-1.350, 0.292, -2.217], [-2.539, 1.005, -1.602], [-2.918, 0.294, -0.451], [-3.357, -1.017, -0.702], [-3.046, -1.610, -2.113], [-4.481, -1.489, -3.248], [-1.827, -1.009, -2.782], [-2.114, -0.799, -4.128], [1.230, -2.999, -2.117], [2.282, -2.553, -0.945], [1.680, -1.198, -3.342], [2.921, -0.870, -2.193], [1.766, 0.639, -0.943], [1.143, 0.996, -2.531], [-0.357, -0.954, -0.765], [-0.394, 0.737, -0.390], [-0.994, 0.876, -3.059], [-2.185, 1.984, -1.303], [-3.359, 1.133, -2.311], [-2.976, -1.692, 0.059], [-4.439, -1.033, -0.607], [-2.825, -2.660, -1.980], [-5.415, -1.762, -2.325], [-1.071, -1.699, -2.814], [0.799, 1.260, 3.882], [2.017, 0.715, 4.641], [3.094, 0.383, 3.600], [2.812, 1.496, 2.220], [2.428, 0.712, 1.062], [3.880, 2.453, 2.131], [1.349, 2.279, 2.889], [0.072, 1.713, 4.554], [0.301, 0.448, 3.347], [2.390, 1.477, 5.327], [1.764, -0.163, 5.233], [4.102, 0.546, 3.973], [2.999, -0.635, 3.226], [0.665, 2.519, 2.078], [1.670, 3.192, 3.389]], "forces_ev_per_angstrom": [[-0.36, 0.04, -0.31], [0.41, -0.06, 0.26], [-0.12, -0.28, 0.10], [-0.12, 0.23, -0.24], [-0.02, 0.71, 0.37], [0.21, -0.30, -0.20], [-0.02, 0.02, 0.23], [-0.20, 0.07, -0.26], [-0.77, -0.23, 0.55], [0.06, 0.20, -0.44], [-0.24, 0.00, -0.45], [0.16, -0.15, -0.03], [0.30, -0.08, 0.08], [-0.14, -0.04, 0.03], [-0.29, -0.04, -0.13], [0.16, 0.08, -0.16], [0.09, -0.05, 0.02], [0.13, 0.10, -0.14], [0.17, -0.14, 0.16], [-0.10, 0.08, 0.17], [0.12, -0.19, -0.29], [-0.09, 0.17, 0.19], [-0.12, -0.02, -0.05], [0.38, 0.10, 0.13], [-0.16, -0.09, 0.00], [0.22, -0.19, -0.06], [0.26, -0.02, 0.16], [0.11, 0.07, 0.15], [0.07, -0.06, -0.01], [-0.02, 0.05, -0.03], [-0.08, -0.15, 0.29], [0.10, 0.14, 0.19], [0.02, 0.05, 0.09], [-0.01, -0.08, -0.21], [-0.26, -0.06, 0.14], [0.00, 0.00, 0.00], [-0.01, 0.02, -0.01], [0.00, 0.01, -0.01], [0.01, -0.01, 0.01], [0.05, 0.02, -0.12], [-0.01, 0.03, -0.09], [0.10, 0.02, -0.07], [0.05, 0.01, -0.03]], "lumo_energy_ev": -3.218, "charge": 1, "gap_ev": 9.4, "fmax_ev_per_a": 1.0, "homo_ev": -12.61}

=====

[2]
{"formula": "C11H24IOS2", "method": "ωB97M-V with the def2-TZVPD basis set", "species": ["C", "C", "S", "C", "C", "C", "S", "C", "C", "C", "I", "H", "H", "H", "H", "H", "H", "H", "H", "H", "H", "H", "H", "H", "H", "H", "H", "H", "H", "C", "C", "O", "C", "H", "H", "H", "H", "H", "H"], "xyz": [[3.679, -0.006, -0.162], [2.230, -0.188, -0.699], [1.078, 1.058, 0.053], [1.148, 2.485, -1.088], [0.171, 3.659, -0.735], [-0.467, 3.605, 0.691], [-0.870, 5.355, 1.187], [-0.574, 0.252, 0.054], [-1.551, 0.727, -1.039], [-2.916, 0.008, -0.737], [-0.961, 0.162, -3.047], [3.730, 0.180, 0.917], [4.203, 0.761, -0.749], [4.205, -0.952, -0.371], [2.222, 0.025, -1.779], [1.867, -1.196, -0.470], [1.003, 2.160, -2.128], [2.175, 2.880, -1.017], [-0.637, 3.720, -1.481], [0.753, 4.590, -0.792], [-1.434, 3.088, 0.653], [0.205, 3.248, 1.479], [-1.667, 5.735, 0.133], [-1.027, 0.320, 1.056], [-0.390, -0.825, -0.098], [-1.768, 1.800, -1.026], [-3.638, 0.162, -1.545], [-2.707, -1.060, -0.586], [-3.291, 0.434, 0.210], [-0.915, -4.645, 2.454], [-0.763, -3.672, 1.319], [-1.325, -2.595, 1.331], [0.115, -4.086, 0.166], [-1.572, -4.219, 3.211], [-1.355, -5.575, 2.090], [0.057, -4.847, 2.905], [-0.280, -4.992, -0.296], [1.132, -4.265, 0.518], [0.134, -3.293, -0.582]], "forces_ev_per_angstrom": [[-0.30, -0.30, -0.57], [0.67, 0.69, -0.08], [0.41, -0.43, 0.40], [-0.30, 0.61, -0.58], [0.17, -0.51, 0.70], [-0.52, 1.51, -1.06], [-0.21, -0.19, -0.18], [-0.24, -0.12, -1.19], [-1.37, -0.74, 0.48], [1.01, 0.30, 0.20], [0.12, 0.18, 0.46], [-0.04, 0.06, -0.33], [-0.16, -0.05, 0.50], [-0.15, 0.32, 0.14], [-0.24, -0.45, 0.32], [-0.30, 0.46, -0.07], [-0.01, -0.16, 0.43], [-0.24, -0.56, 0.30], [0.34, -0.06, 0.24], [-0.18, -0.35, -0.10], [0.51, -0.27, 0.34], [-0.26, 0.00, -0.21], [0.49, -0.54, 0.50], [0.38, 0.42, -0.29], [0.09, 0.42, 0.11], [0.52, -0.24, -0.18], [0.17, -0.04, 0.26], [-0.33, 0.25, -0.10], [-0.08, -0.25, -0.37], [-0.19, 0.23, 0.12], [-0.14, 0.04, 0.13], [0.16, 0.09, -0.16], [-0.04, 0.32, -0.09], [0.02, -0.01, -0.04], [0.18, -0.08, 0.02], [0.00, -0.18, -0.09], [0.15, -0.09, 0.06], [-0.04, -0.22, -0.01], [-0.04, -0.05, -0.01]], "lumo_energy_ev": -2.690, "charge": 1, "gap_ev": 9.3, "fmax_ev_per_a": 1.9, "homo_ev": -11.95}

=====

[3]
{"formula": "C11H24N2O13P2", "method": "ωB97M-V with the def2-TZVPD basis set", "species": ["O", "P", "O", "O", "O", "C", "C", "O", "C", "C", "O", "P", "O", "O", "O", "C", "O", "C", "O", "H", "H", "H", "H", "H", "H", "H", "H", "H", "H", "H", "H", "H", "H", "C", "N", "C", "O", "C", "N", "C", "C", "O", "H", "H", "H", "H", "H", "H", "H", "H", "H", "H"], "xyz": [[-2.585, 0.338, -1.904], [-1.368, 0.868, -2.527], [-1.622, 1.010, -4.068], [-1.171, 2.288, -1.870], [-0.087, -0.087, -2.325], [0.600, 0.131, -1.087], [1.755, -0.868, -1.008], [1.238, -2.201, -0.950], [2.215, -3.012, -0.303], [1.610, -4.337, 0.167], [1.256, -5.114, -0.986], [0.741, -6.602, -0.620], [-0.630, -6.607, -0.095], [0.759, -7.475, -1.927], [1.635, -7.272, 0.492], [2.703, -2.119, 0.834], [4.039, -2.437, 1.257], [2.652, -0.713, 0.232], [2.166, 0.236, 1.196], [-1.851, 0.098, -4.289], [-2.072, 2.619, -1.997], [1.004, 1.149, -1.040], [-0.073, -0.016, -0.233], [2.369, -0.757, -1.907], [3.039, -3.221, -0.994], [2.347, -4.862, 0.784], [0.723, -4.140, 0.782], [0.080, -7.025, -2.444], [1.119, -8.072, 0.649], [2.004, -2.184, 1.676], [4.091, -3.328, 1.647], [3.653, -0.413, -0.098], [2.759, 0.263, 1.969], [-4.641, 4.642, 1.487], [-3.282, 4.105, 1.516], [-2.962, 2.879, 1.952], [-3.804, 2.111, 2.403], [-1.501, 2.415, 1.843], [-0.690, 3.095, 0.821], [-0.233, 4.342, 0.892], [0.606, 4.822, -0.269], [-0.497, 5.098, 1.816], [-5.301, 3.945, 0.966], [-4.655, 5.605, 0.975], [-5.006, 4.769, 2.507], [-2.513, 4.720, 1.283], [-1.036, 2.570, 2.817], [-1.507, 1.344, 1.636], [-0.496, 2.587, -0.031], [1.502, 4.208, -0.344], [0.887, 5.860, -0.098], [0.030, 4.744, -1.189]], "forces_ev_per_angstrom": [[-0.03, -0.63, 0.13], [-1.95, -2.59, 1.65], [1.27, 0.24, -0.51], [1.35, 0.71, -1.25], [-0.37, 1.91, -0.42], [0.72, -0.58, 0.73], [-0.58, 0.05, 0.25], [-0.13, -0.04, 0.03], [-0.43, -0.07, -0.09], [0.07, 1.26, 0.03], [0.79, -1.81, 0.48], [-2.97, 1.28, 1.09], [-0.31, 0.50, -0.08], [1.30, 0.46, -0.53], [1.48, -0.03, -0.90], [0.73, -0.85, -0.07], [-0.26, 0.01, 0.05], [0.46, 0.27, 0.94], [0.00, -0.04, -0.33], [-0.38, -0.10, -0.76], [-0.20, 0.63, 0.57], [0.04, -0.13, -0.08], [0.01, -0.06, -0.21], [-0.01, -0.05, -0.04], [0.12, -0.02, 0.00], [-0.01, -0.02, -0.15], [0.01, -0.07, -0.19], [-0.31, -0.43, -0.65], [0.11, -0.35, 0.68], [0.00, 0.15, -0.05], [-0.27, 0.55, -0.21], [-0.02, -0.13, 0.16], [-0.24, -0.15, -0.63], [0.23, -0.52, 0.32], [0.50, 0.92, -0.72], [-0.88, -0.95, 0.14], [0.42, 0.15, -0.02], [0.21, 0.86, -0.21], [-0.33, -1.43, -0.10], [0.29, 1.10, 0.17], [0.01, -0.09, 0.06], [-0.15, 0.06, 0.41], [0.03, 0.07, 0.08], [0.17, -0.14, 0.05], [-0.13, 0.03, -0.08], [-0.22, 0.00, 0.21], [-0.01, 0.00, 0.05], [-0.10, 0.16, -0.03], [-0.15, 0.12, 0.31], [0.09, -0.02, -0.18], [-0.06, -0.15, 0.02], [0.11, -0.04, -0.15]], "smiles": "O=P(O)(O)OC[C@@H]1O[C@H](COP(=O)(O)O)[C@@H](O)[C@@H]1O.CNC(=O)CNC(C)=O", "lumo_energy_ev": 0.199, "gap_ev": 9.3, "fmax_ev_per_a": 3.6, "homo_ev": -9.13}

=====

[4]
{"formula": "C11H24N3O", "method": "ωB97M-V with the def2-TZVPD basis set", "species": ["C", "C", "C", "C", "C", "C", "C", "C", "C", "C", "C", "N", "N", "N", "O", "H", "H", "H", "H", "H", "H", "H", "H", "H", "H", "H", "H", "H", "H", "H", "H", "H", "H", "H", "H", "H", "H", "H", "H"], "xyz": [[0.399, 1.952, 0.907], [-0.127, -0.288, 0.527], [-5.021, -0.056, -0.723], [4.517, -1.104, -0.517], [0.895, 2.098, -1.911], [-1.387, -1.080, 0.585], [0.913, -1.177, 1.141], [-3.944, -0.957, -0.095], [3.081, -1.626, -0.309], [-2.603, -0.318, -0.090], [2.407, -0.913, 0.926], [-0.248, 0.944, 1.323], [1.045, 1.126, -0.860], [0.932, 3.109, 1.080], [0.046, 0.137, -0.792], [-5.927, -0.737, -0.813], [-4.708, 0.296, -1.625], [-5.189, 0.689, -0.027], [4.905, -1.108, 0.435], [4.525, -0.068, -0.715], [5.124, -1.646, -1.330], [-0.122, 2.365, -2.119], [1.260, 1.748, -2.912], [1.438, 3.103, -1.852], [-1.438, -2.049, 0.179], [-1.606, -1.162, 1.719], [0.595, -1.210, 2.249], [0.734, -2.141, 0.663], [-3.932, -1.827, -0.773], [-4.325, -1.292, 0.815], [3.128, -2.662, -0.110], [2.653, -1.628, -1.332], [-2.457, -0.135, -1.134], [-2.737, 0.688, 0.411], [2.905, -1.390, 1.659], [2.766, 0.138, 1.086], [-0.523, 0.934, 2.271], [0.735, 3.686, 1.862], [1.293, 3.559, 0.197]], "forces_ev_per_angstrom": [[2.13, -1.81, -5.31], [0.28, -1.69, -1.08], [-0.89, -3.81, 1.93], [-0.79, -1.30, -1.73], [-0.46, 0.82, -2.07], [-3.88, 2.29, 1.58], [0.92, -0.14, 0.79], [-0.59, -0.92, -2.28], [0.14, 1.51, -1.56], [0.54, 1.25, 1.70], [-0.49, 1.57, -2.55], [0.48, 2.05, 0.27], [0.01, 0.99, 4.38], [0.01, 0.58, -1.31], [0.24, 1.26, -1.07], [0.84, 1.29, -0.13], [0.60, 1.11, -2.63], [-0.81, 1.94, 1.09], [1.95, -0.65, 2.06], [-0.28, 1.32, -0.87], [-0.91, 0.66, 1.57], [-0.92, 0.08, 0.08], [0.06, -0.37, 1.03], [-0.19, -1.59, 0.94], [0.95, -1.25, -0.47], [0.09, -0.17, -1.71], [0.82, -0.30, -1.53], [-0.07, -0.23, 0.51], [0.33, -0.11, 0.44], [-0.28, -0.57, 1.85], [0.07, -1.28, 0.61], [-0.81, 0.64, 0.75], [0.92, 0.32, -0.60], [0.37, -0.76, -0.51], [1.47, -1.73, 3.00], [-0.68, -0.56, -0.66], [-0.77, -0.62, 1.19], [-0.02, 0.70, 0.79], [-0.38, -0.53, 1.53]], "lumo_energy_ev": [-3.716, -3.716], "charge": 1, "gap_ev": [9.2, 9.2], "fmax_ev_per_a": 6.0, "homo_ev": [-12.95, -12.95], "de_lowest_kcal_mol": 107.7}

=====

[5]
{"formula": "C11H24N5O9P2PtS2", "method": "ωB97M-V with the def2-TZVPD basis set", "species": ["Pt", "C", "C", "O", "P", "O", "O", "O", "P", "O", "O", "O", "H", "H", "H", "H", "H", "H", "H", "C", "N", "C", "C", "O", "N", "C", "N", "H", "H", "H", "H", "H", "H", "H", "C", "C", "N", "O", "H", "H", "H", "H", "H", "S", "C", "N", "C", "C", "S", "H", "H", "H", "H", "H"], "xyz": [[0.589, 0.074, -0.024], [-1.106, -0.422, -4.553], [-0.716, -0.239, -3.095], [0.706, -0.137, -2.935], [-1.387, -1.577, -2.033], [-2.919, -1.701, -2.318], [-0.766, -2.917, -2.622], [-1.053, -1.358, -0.584], [-1.536, 1.244, -2.324], [-1.246, 2.445, -3.356], [-2.992, 0.927, -2.287], [-0.797, 1.570, -1.044], [-0.786, -1.397, -4.926], [-0.629, 0.356, -5.148], [-2.188, -0.343, -4.674], [1.119, -0.959, -3.229], [-3.305, -0.771, -2.264], [-1.414, -3.628, -2.751], [-2.055, 2.649, -3.854], [1.244, 5.422, -0.569], [1.057, 4.138, 0.083], [0.444, 4.007, 1.396], [0.505, 2.505, 1.626], [0.033, 1.889, 2.543], [1.194, 1.959, 0.545], [1.406, 2.934, -0.363], [1.969, 2.702, -1.548], [0.328, 6.005, -0.492], [1.473, 5.291, -1.624], [2.062, 5.978, -0.107], [-0.594, 4.340, 1.386], [0.989, 4.555, 2.164], [1.972, 1.734, -1.843], [1.817, 3.371, -2.285], [0.859, -3.504, 2.759], [0.529, -2.188, 2.114], [-0.398, -1.439, 2.713], [1.137, -1.847, 1.076], [1.026, -3.378, 3.829], [1.747, -3.919, 2.293], [0.028, -4.200, 2.623], [-0.886, -1.765, 3.527], [-0.680, -0.564, 2.302], [3.292, -0.298, -0.378], [4.357, 0.400, 0.707], [5.585, -0.088, 0.851], [6.551, 0.661, 1.644], [5.724, 1.532, 2.579], [4.124, 1.783, 1.741], [5.874, -0.857, 0.266], [7.183, 1.266, 0.991], [7.185, -0.024, 2.200], [6.179, 2.502, 2.758], [5.528, 1.045, 3.532]], "forces_ev_per_angstrom": [[-2.72, 2.05, -0.81], [-0.15, 0.06, 0.00], [0.03, 0.02, 0.34], [-0.16, 0.02, 0.03], [0.17, -0.31, 0.00], [-0.06, 0.25, 0.03], [-0.26, -0.02, 0.06], [1.07, 0.10, -0.27], [-0.07, -0.04, -0.46], [-0.17, -0.01, 0.16], [0.07, -0.07, -0.02], [0.87, -0.80, 0.52], [0.01, 0.02, 0.02], [0.01, 0.00, 0.03], [0.04, -0.05, -0.03], [0.01, -0.01, -0.08], [0.08, -0.18, 0.00], [0.19, 0.13, 0.00], [0.21, -0.02, 0.09], [0.05, -0.12, 0.04], [-0.08, 0.10, 0.02], [0.05, 0.00, -0.09], [0.18, -0.05, -0.04], [0.01, 0.05, -0.04], [-0.02, -1.15, 0.36], [0.19, 0.00, -0.05], [-0.20, 0.01, 0.01], [-0.02, -0.02, 0.00], [-0.03, -0.01, 0.02], [-0.01, -0.02, 0.01], [-0.02, 0.00, 0.01], [0.04, -0.03, 0.03], [0.10, -0.08, 0.02], [0.05, 0.02, 0.01], [-0.07, -0.06, -0.02], [0.23, 0.04, -0.11], [0.13, -0.13, -0.25], [-0.18, 0.37, 0.79], [-0.01, -0.01, -0.04], [0.00, 0.00, 0.00], [0.03, 0.03, 0.00], [0.04, -0.04, 0.03], [0.04, 0.25, -0.02], [0.39, -0.03, -0.08], [-0.07, -0.38, -0.38], [0.35, 0.02, 0.24], [-0.07, 0.03, -0.11], [-0.20, 0.04, 0.06], [-0.15, 0.04, -0.04], [-0.08, -0.01, -0.03], [0.00, 0.04, -0.04], [0.06, -0.05, 0.04], [0.05, -0.02, 0.02], [0.05, -0.02, 0.00]], "lumo_energy_ev": [-3.498, -3.483], "charge": 1, "gap_ev": [6.9, 6.9], "fmax_ev_per_a": 3.5, "homo_ev": [-10.39, -10.39], "de_lowest_kcal_mol": 56.4}